This record from the Open Molecules 2025 dataset describes a single C4H8BNO2 molecule. The level of theory is ωB97M-V/def2-TZVPD.

The geometry in XYZ format:
```
16
Properties=species:S:1:pos:R:3:lowdin_charge:R:1
H -1.90 2.67 0.06 0.087
N -2.20 1.73 0.37 0.190
C -1.16 1.05 0.33 -0.381
O 0.13 1.62 0.18 0.153
B 1.06 0.54 0.23 -0.532
C 2.61 0.74 0.04 0.029
O 0.39 -0.65 0.45 0.137
C -0.95 -0.37 0.55 -0.316
C -1.60 -1.23 -0.55 0.023
H 3.03 -0.08 0.58 0.050
H 2.99 1.70 0.37 0.061
H 2.81 0.87 -1.12 0.121
H -1.33 -0.68 1.46 0.142
H -2.68 -1.02 -0.75 0.111
H -1.46 -2.14 -0.14 0.043
H -1.19 -0.98 -1.48 0.081
```

Calculated values
ΔE to the lowest compared entry with this formula, charge and spin	13.4	kJ/mol
gap between HOMO and LUMO	10.880	eV
calculated total energy	-10540.8988	eV
multiplicity	1
HOMO energy	-10.33	eV